Entry 1:
{
  "formula": "C16H31EuF3P2",
  "method": "ωB97M-V/def2-TZVPD",
  "gap_ev": [5.665, 5.722],
  "multiplicity": 8,
  "homo_ev": [-5.91, -5.99],
  "species": ["P", "P", "C", "C", "H", "H", "H", "H", "C", "H", "H", "H", "C", "H", "H", "H", "C", "H", "H", "H", "C", "H", "H", "H", "Eu", "C", "C", "C", "C", "C", "C", "C", "C", "C", "H", "H", "H", "H", "H", "H", "H", "H", "H", "H", "H", "H", "H", "H", "H", "F", "C", "F", "F"],
  "coordinates": [[-0.5512, -0.5795, 2.6988], [-1.7916, -1.2842, -1.6004], [-0.0989, -0.6626, 0.8249], [-0.9043, -0.1197, -0.3781], [0.2136, -1.7204, 0.6348], [0.8212, -0.0623, 0.8425], [-1.5962, 0.7076, -0.0735], [-0.1958, 0.3917, -1.0335], [-0.5111, -2.1919, -2.4962], [-0.9674, -3.1210, -2.8750], [0.3294, -2.4675, -1.8513], [-0.1606, -1.6101, -3.3573], [-2.3382, -0.0413, -2.8267], [-1.5835, 0.0466, -3.6185], [-2.5282, 0.9419, -2.3772], [-3.2841, -0.4012, -3.2697], [1.0393, -0.9398, 3.4930], [0.8533, -1.2556, 4.5370], [1.6813, -0.0453, 3.5002], [1.5524, -1.7641, 2.9803], [-0.6985, 1.2356, 3.0104], [-1.2905, 1.7629, 2.2455], [0.3078, 1.6809, 3.0736], [-1.1948, 1.3824, 3.9810], [-2.8625, -0.9162, 1.0595], [1.0859, 1.7165, -2.1699], [1.6788, 0.5179, -2.2829], [3.1267, 0.2607, -1.9823], [3.6888, 0.7899, -0.6290], [2.7071, 0.9760, 0.4955], [1.9323, 2.0640, 0.6536], [1.9682, 3.2495, -0.2619], [1.8252, 2.9706, -1.7814], [-3.1600, -2.0996, 3.1686], [0.0596, 1.8918, -2.5080], [1.1828, -0.3099, -2.7936], [3.7665, 0.6814, -2.7765], [3.2773, -0.8308, -2.0207], [4.4293, 0.0522, -0.2857], [4.2522, 1.7156, -0.8337], [2.8036, 0.2209, 1.2881], [1.3685, 2.2310, 1.5737], [2.8984, 3.8285, -0.1275], [1.1465, 3.9138, 0.0497], [1.2627, 3.8109, -2.2165], [2.8307, 2.9987, -2.2358], [-4.2736, -2.1338, 3.2099], [-2.7575, -1.6409, 4.0924], [-2.7813, -3.1212, 3.0405], [-4.1411, -4.0666, 0.8331], [-4.3642, -2.8940, 0.1329], [-4.3925, -3.2570, -1.1967], [-5.6621, -2.5029, 0.4400]],
  "lowdin_charge": [0.8115, 0.8371, -0.4344, -0.5379, 0.0878, 0.0124, 0.0410, 0.0134, -0.2904, 0.0498, 0.0438, 0.0219, -0.2784, 0.0353, 0.0396, 0.0449, -0.2904, 0.0491, 0.0319, 0.0461, -0.2896, 0.0315, 0.0118, 0.0434, 1.2791, -0.1177, -0.1178, -0.1696, -0.1727, -0.1190, -0.1098, -0.1775, -0.1754, -0.4472, 0.1027, 0.0747, 0.1190, 0.1073, 0.1091, 0.1114, 0.0993, 0.0769, 0.1203, 0.1067, 0.1100, 0.1114, -0.0636, -0.0907, -0.0646, -0.0498, -0.6421, -0.0733, -0.0685]
}

=====

Entry 2:
{
  "formula": "C16H31F3O3P2ReS",
  "method": "ωB97M-V/def2-TZVPD",
  "gap_ev": [6.633, 4.819],
  "charge": 2,
  "multiplicity": 4,
  "homo_ev": [-14.08, -14.92],
  "species": ["P", "P", "C", "C", "H", "H", "H", "H", "C", "H", "H", "H", "C", "H", "H", "H", "C", "H", "H", "H", "C", "H", "H", "H", "Re", "C", "C", "C", "C", "C", "C", "C", "C", "C", "H", "H", "H", "H", "H", "H", "H", "H", "H", "H", "H", "H", "H", "H", "H", "F", "C", "F", "F", "S", "O", "O", "O"],
  "coordinates": [[-0.9772, 3.0409, -1.3468], [-2.6803, -2.6676, 0.4090], [-0.2157, -1.0088, -0.5810], [-0.9077, -2.3674, -0.3592], [-0.4456, -0.6185, -1.5880], [-0.5327, -0.2404, 0.1431], [-1.0317, -2.8668, -1.3305], [-0.2711, -3.0074, 0.2702], [-2.1522, -3.2289, 2.0445], [-2.9327, -2.9761, 2.7721], [-1.2244, -2.7086, 2.3244], [-1.9729, -4.3115, 2.0136], [-3.3991, -3.9789, -0.5812], [-3.0550, -4.9638, -0.2422], [-3.1107, -3.8112, -1.6278], [-4.4895, -3.8992, -0.4840], [0.0133, 4.5629, -1.0446], [-0.2711, 5.3969, -1.6974], [1.0632, 4.3015, -1.2452], [-0.0725, 4.8577, 0.0082], [-0.9483, 3.0680, -3.1908], [-1.3993, 2.1348, -3.5556], [0.1049, 3.0926, -3.5118], [-1.4810, 3.9262, -3.6227], [1.9750, -0.9455, -0.7126], [3.1366, -2.3029, 0.0602], [2.5208, -1.4111, 1.0922], [3.3925, -0.3848, 1.8151], [3.5904, 0.8778, 0.9552], [2.8064, 0.7578, -0.3389], [3.4604, 0.0465, -1.4918], [4.7308, -0.7582, -1.2761], [4.5299, -2.0525, -0.4691], [-2.7000, 3.4990, -0.9024], [2.8993, -3.3726, 0.1425], [1.7682, -1.8863, 1.7333], [4.3664, -0.7819, 2.1247], [2.8720, -0.0801, 2.7331], [3.1686, 1.7212, 1.5107], [4.6550, 1.1016, 0.7849], [2.2625, 1.6707, -0.5966], [3.4152, 0.6054, -2.4308], [5.5398, -0.1534, -0.8392], [5.1132, -1.0532, -2.2677], [4.7603, -2.8716, -1.1652], [5.2923, -2.1268, 0.3159], [-3.2970, 2.5755, -0.9322], [-3.1564, 4.2407, -1.5675], [-2.7126, 3.8591, 0.1344], [-5.5317, 1.5322, 3.3415], [-4.7776, 1.6052, 2.2364], [-5.4678, 1.1437, 1.1795], [-4.4181, 2.8858, 2.0173], [-3.1033, 0.5086, 2.4570], [-1.9786, 1.4106, 2.2230], [-3.2179, -0.1652, 3.7416], [-3.5052, -1.4217, 0.4154]],
  "lowdin_charge": [1.0661, 0.6255, -0.2771, -0.3024, 0.0443, 0.0452, 0.0670, 0.0584, -0.1676, 0.0623, 0.0524, 0.0646, -0.1559, 0.0663, 0.0605, 0.0739, -0.2220, 0.0854, 0.0507, 0.0635, -0.2274, 0.0551, 0.0583, 0.0836, 1.5364, -0.3053, -0.3079, -0.1529, -0.1675, -0.3402, -0.3105, -0.1672, -0.1717, -0.2110, 0.1390, 0.1321, 0.1266, 0.1220, 0.1165, 0.1259, 0.1095, 0.1237, 0.1312, 0.1286, 0.1262, 0.1352, 0.0593, 0.0853, 0.0544, 0.1571, -0.5986, 0.1299, 0.1133, 0.8796, -0.3981, -0.3233, -0.4083]
}

=====

Entry 3:
{
  "formula": "C16H31F3P2W",
  "method": "ωB97M-V/def2-TZVPD",
  "gap_ev": [3.882, 4.306],
  "charge": 2,
  "multiplicity": 3,
  "homo_ev": [-13.79, -13.78],
  "species": ["P", "P", "C", "C", "H", "H", "H", "H", "C", "H", "H", "H", "C", "H", "H", "H", "C", "H", "H", "H", "C", "H", "H", "H", "W", "C", "C", "C", "C", "C", "C", "C", "C", "C", "H", "H", "H", "H", "H", "H", "H", "H", "H", "H", "H", "H", "H", "H", "H", "F", "C", "F", "F"],
  "coordinates": [[-1.8246, 1.5993, 0.5164], [-1.9853, -1.4536, 0.0505], [-0.1980, 0.7131, 0.2584], [-0.3743, -0.6313, -0.4084], [0.3013, 0.6386, 1.2321], [0.4478, 1.3438, -0.3593], [-0.3882, -0.5940, -1.5055], [0.4166, -1.3323, -0.1299], [-1.4467, -2.5461, 1.4408], [-2.2711, -3.2351, 1.6919], [-1.1490, -1.9398, 2.3094], [-0.5822, -3.1186, 1.0617], [-2.3867, -2.6406, -1.2736], [-1.4969, -3.2694, -1.4528], [-2.6472, -2.0737, -2.1800], [-3.2369, -3.2594, -0.9396], [-1.4837, 2.8253, 1.8366], [-2.3240, 3.5308, 1.9059], [-0.5658, 3.3738, 1.5972], [-1.3964, 2.3227, 2.8018], [-1.8308, 2.6653, -0.9694], [-1.9823, 2.0649, -1.8716], [-0.8726, 3.1997, -1.0582], [-2.6391, 3.4001, -0.8951], [-3.2806, -0.0129, 1.2911], [3.1920, -1.3917, -1.4804], [3.1954, -1.7295, -0.1845], [4.1229, -1.2122, 0.8851], [4.6522, 0.2283, 0.6752], [3.6177, 1.2789, 0.3966], [3.1352, 1.6268, -0.8047], [3.5551, 1.0824, -2.1454], [4.0768, -0.3763, -2.1439], [-4.7868, 1.5147, 1.0627], [2.5987, -1.9848, -2.1919], [2.5926, -2.5803, 0.1553], [5.0140, -1.8614, 0.9773], [3.5965, -1.2876, 1.8519], [5.1851, 0.5102, 1.5990], [5.4094, 0.1999, -0.1197], [3.3619, 1.8854, 1.2770], [2.4821, 2.5034, -0.8898], [4.3607, 1.7009, -2.5840], [2.6972, 1.1791, -2.8334], [4.2062, -0.6706, -3.1992], [5.0814, -0.3778, -1.7003], [-5.6758, 1.2450, 0.4700], [-4.5338, 2.5761, 0.8644], [-5.0899, 1.4820, 2.1418], [-6.1051, -1.2417, 1.4989], [-4.8963, -1.4919, 0.8255], [-4.5872, -2.8191, 1.1777], [-5.2615, -1.5591, -0.5314]],
  "lowdin_charge": [0.7305, 0.7399, -0.3558, -0.3458, 0.1021, 0.0747, 0.1057, 0.0722, -0.1921, 0.0625, 0.0584, 0.0848, -0.1821, 0.0866, 0.0753, 0.0647, -0.1905, 0.0700, 0.0875, 0.0568, -0.1853, 0.0694, 0.0806, 0.0665, 1.2002, -0.1102, -0.1345, -0.1785, -0.1938, -0.1064, -0.1385, -0.1785, -0.1928, -0.2108, 0.1061, 0.0932, 0.1300, 0.1067, 0.1207, 0.1020, 0.1051, 0.0921, 0.1297, 0.1063, 0.1208, 0.1020, 0.0478, 0.0251, 0.0553, 0.0491, -0.5265, 0.0161, 0.0257]
}

=====

Entry 4:
{
  "formula": "C16H31N3O2",
  "method": "ωB97M-V/def2-TZVPD",
  "gap_ev": 8.762,
  "homo_ev": -8.08,
  "species": ["C", "H", "C", "H", "H", "O", "C", "O", "N", "H", "C", "H", "H", "C", "C", "C", "C", "N", "C", "C", "H", "H", "H", "H", "H", "C", "C", "H", "H", "H", "H", "H", "H", "H", "N", "C", "C", "H", "H", "H", "H", "H", "C", "C", "H", "H", "H", "H", "H", "H", "H", "H"],
  "coordinates": [[-6.0104, -0.8218, -1.0485], [-6.6057, 0.2345, -0.9744], [-5.4041, -1.0806, 0.1425], [-4.7315, -1.9795, 0.1078], [-5.8849, -0.8992, 1.1020], [-4.2056, -0.0576, 0.5970], [-2.9540, -0.1976, 0.0439], [-2.7464, -0.8960, -0.9566], [-2.3095, 1.0307, 0.1299], [-2.7356, 1.6154, 0.9696], [-0.9695, 0.9609, -0.3448], [-0.7995, 0.5987, -1.2981], [-0.6914, 2.3327, -0.2117], [-0.0201, 0.3521, 0.7892], [1.2959, 0.3216, 0.0909], [2.4011, -0.0554, -0.3847], [3.5653, -0.1685, -1.0337], [3.5159, -1.2266, -2.1951], [2.6972, -0.7199, -3.5786], [1.4355, -0.2869, -3.3801], [1.0946, 0.1540, -4.4499], [1.5001, 0.5556, -2.8300], [0.7036, -0.9754, -3.0031], [3.5393, -0.1370, -3.8913], [2.7661, -1.4602, -4.4422], [3.1889, -2.5536, -1.8804], [1.9100, -2.9195, -1.3557], [1.3596, -2.4311, -0.8630], [1.9945, -4.1249, -1.0762], [1.1861, -3.0284, -2.2903], [3.8916, -2.7523, -1.1427], [3.6629, -3.0582, -2.7708], [4.2702, -0.5880, -0.5073], [3.9464, 0.8164, -1.5565], [0.3027, 1.1797, 2.1107], [-0.9651, 1.0709, 2.8534], [-0.4303, 1.3860, 4.3499], [0.1413, 1.9310, 4.7724], [0.2884, 0.3712, 4.5921], [-1.1700, 1.0002, 5.0152], [-1.5058, 0.2106, 3.0072], [-1.3909, 1.8215, 2.8256], [1.1208, 2.3681, 1.9632], [2.4935, 2.2849, 2.6811], [3.0312, 3.1889, 2.3414], [2.1956, 2.0598, 3.7176], [2.9027, 1.4716, 2.2052], [0.3991, 3.2635, 2.6047], [1.0789, 2.6885, 0.7680], [-0.2854, -0.6461, 1.0324], [-5.3111, -0.7064, -1.9944], [-6.7520, -1.4982, -1.3531]],
  "lowdin_charge": [-0.1341, 0.1435, -0.1780, 0.1327, 0.1236, -0.0686, -0.5502, 0.0476, 0.0177, 0.1982, -0.1268, 0.0760, 0.2114, -0.2269, 0.0218, -0.0428, -0.1709, -0.1130, -0.2366, -0.1590, 0.1503, 0.0315, 0.0782, 0.0951, 0.1308, -0.3722, -0.0694, -0.0759, 0.1537, 0.1158, 0.0862, 0.1441, 0.0596, 0.1774, -0.1401, -0.1728, -0.0307, -0.0755, 0.1488, 0.0485, 0.1091, -0.0377, -0.2744, -0.0696, 0.0857, 0.0739, 0.0205, 0.1745, 0.1379, 0.1298, 0.1384, 0.0627]
}

=====

Entry 5:
{
  "formula": "C16H31N4O6STl",
  "method": "ωB97M-V/def2-TZVPD",
  "gap_ev": 8.149,
  "charge": 2,
  "homo_ev": -13.14,
  "species": ["Tl", "C", "C", "O", "C", "C", "O", "C", "C", "O", "C", "C", "O", "H", "H", "H", "H", "H", "H", "H", "H", "H", "H", "H", "H", "H", "H", "H", "H", "N", "C", "N", "C", "C", "O", "C", "C", "H", "H", "H", "H", "H", "H", "H", "H", "C", "C", "O", "H", "H", "H", "N", "C", "N", "S", "H", "H", "H", "H"],
  "coordinates": [[1.7391, -0.1477, 0.8283], [1.4279, 1.8472, 3.6224], [2.5007, 1.0078, 4.2918], [2.9656, 0.0550, 3.3473], [3.5591, -1.1027, 3.9191], [3.5398, -2.1982, 2.8694], [2.2691, -2.3115, 2.2382], [1.2365, -2.8718, 3.0360], [-0.0426, -2.7673, 2.2382], [-0.3645, -1.4168, 1.8928], [-1.1488, -0.6719, 2.8241], [-0.3143, 0.1993, 3.7375], [0.4688, 1.0587, 2.9225], [0.9387, 2.4811, 4.3681], [1.8719, 2.4972, 2.8680], [3.3122, 1.6582, 4.6310], [2.1079, 0.4887, 5.1717], [4.5903, -0.9058, 4.2265], [2.9971, -1.3974, 4.8118], [4.2449, -1.9741, 2.0681], [3.8325, -3.1523, 3.3168], [1.4535, -3.9243, 3.2465], [1.1506, -2.3455, 3.9909], [0.0872, -3.2906, 1.2900], [-0.8696, -3.2260, 2.7856], [-1.8089, -0.0388, 2.2293], [-1.7693, -1.3452, 3.4211], [-0.9794, 0.7876, 4.3799], [0.3219, -0.4129, 4.3812], [-1.6532, 1.3498, -2.3500], [-2.2229, 2.1429, -3.0137], [-2.8719, 2.9943, -3.6822], [-4.3164, 2.8165, -4.0204], [-5.0622, 4.0457, -3.5261], [-4.4911, 5.2139, -4.0681], [-3.1712, 5.4123, -3.6156], [-2.2672, 4.2940, -4.1089], [-4.6728, 1.8959, -3.5630], [-4.3729, 2.7375, -5.1059], [-5.0515, 4.0821, -2.4295], [-6.0962, 3.9994, -3.8624], [-3.1419, 5.4706, -2.5204], [-2.8250, 6.3602, -4.0229], [-1.2595, 4.3586, -3.7036], [-2.2262, 4.2743, -5.1976], [-1.2272, -1.1200, -2.4181], [-0.6845, 0.2263, -2.7319], [0.3429, 0.5567, -3.1953], [-1.3856, -1.6343, -3.3680], [-2.1547, -1.0686, -1.8570], [-0.4575, -1.6765, -1.8740], [1.8167, -4.7878, -2.9482], [2.5694, -3.8941, -2.2957], [3.8637, -3.8272, -2.6205], [1.9151, -2.8983, -1.0973], [2.2010, -5.4271, -3.6241], [0.8623, -4.9070, -2.6626], [4.2830, -4.4186, -3.3185], [4.4395, -3.1515, -2.1524]],
  "lowdin_charge": [1.0291, -0.1639, -0.1705, -0.2400, -0.1639, -0.1570, -0.3076, -0.1591, -0.1558, -0.2711, -0.1502, -0.1672, -0.2656, 0.1432, 0.1319, 0.1457, 0.1267, 0.1457, 0.1279, 0.1364, 0.1453, 0.1504, 0.1220, 0.1074, 0.1406, 0.1370, 0.1411, 0.1488, 0.1166, 0.2882, -0.0352, -0.0055, -0.0440, -0.1694, -0.0967, -0.1686, -0.0415, 0.1416, 0.1468, 0.1387, 0.1459, 0.1385, 0.1459, 0.1437, 0.1471, 0.0204, -0.4111, 0.1860, 0.1133, 0.0928, 0.0333, 0.1029, -0.9294, 0.1064, 0.5527, 0.1175, 0.0967, 0.1192, 0.1000]
}

=====

Entry 6:
{
  "formula": "C16H31NO11P",
  "method": "ωB97M-V/def2-TZVPD",
  "gap_ev": 6.548,
  "charge": -1,
  "homo_ev": -4.20,
  "species": ["C", "C", "C", "O", "P", "C", "C", "O", "C", "O", "C", "C", "O", "N", "O", "H", "H", "H", "H", "H", "H", "H", "H", "H", "H", "H", "H", "H", "H", "H", "H", "H", "H", "H", "C", "C", "C", "O", "C", "O", "O", "H", "H", "H", "H", "H", "H", "C", "C", "C", "O", "C", "O", "O", "H", "H", "H", "H", "H", "H"],
  "coordinates": [[-3.2707, -0.3216, -1.8029], [-2.2839, -1.4665, -1.0981], [-0.7323, -0.8694, -1.0371], [-0.5304, 0.1526, 0.0011], [-0.2055, 1.7287, -0.6734], [1.1750, 2.1078, 0.5873], [2.3390, 3.1638, 0.0162], [3.0748, 2.6591, -1.1444], [2.5518, 3.1227, -2.4268], [1.8179, 4.2042, -2.6800], [2.9814, 2.2163, -3.7660], [1.9902, 0.9380, -4.0307], [-1.4606, 2.3934, 0.3397], [-1.8281, 3.6141, -0.0966], [-2.6865, 3.5353, -0.9739], [-2.7252, 0.0261, -2.7939], [-4.3542, -0.7127, -2.0157], [-3.2459, 0.5975, -1.0481], [-2.6327, -1.6957, -0.0034], [-2.2325, -2.4059, -1.8016], [0.0270, -1.7540, -0.7786], [-0.4792, -0.5306, -2.1281], [-1.1632, 1.5034, -1.7503], [-0.0135, 3.0565, -1.2187], [0.7945, 1.1298, -1.5192], [0.7032, 2.5982, 1.5684], [1.6981, 1.1128, 0.9572], [1.9066, 4.2456, -0.0822], [3.1317, 3.2189, 0.9082], [2.8590, 2.9376, -4.7094], [4.0841, 1.8220, -3.7144], [2.2294, 0.3201, -4.9953], [0.8403, 1.2520, -4.0467], [2.0812, 0.1734, -3.1192], [-2.5211, -7.1741, 0.0377], [-3.1750, -6.4140, -1.0984], [-2.2783, -5.3886, -1.7256], [-3.2019, -4.4356, -2.2201], [-4.3013, -4.5118, -1.4093], [-5.2022, -3.6912, -1.3921], [-4.2506, -5.6237, -0.6177], [-1.6424, -7.7272, -0.3070], [-2.2189, -6.4955, 0.8431], [-3.2311, -7.8822, 0.4781], [-3.5723, -7.1134, -1.8443], [-1.6764, -5.8037, -2.5393], [-1.6165, -4.8903, -1.0097], [3.2229, 4.0505, 4.8353], [2.1740, 2.9576, 4.8698], [2.4685, 1.8779, 5.8679], [1.8201, 0.7530, 5.3023], [1.8117, 0.9563, 3.9494], [1.5394, 0.0999, 3.1262], [2.1563, 2.2424, 3.6448], [3.2998, 4.5592, 5.8008], [4.2055, 3.6452, 4.5694], [2.9740, 4.7907, 4.0674], [1.1786, 3.3913, 5.0260], [2.0609, 2.1033, 6.8578], [3.5353, 1.6506, 5.9640]],
  "lowdin_charge": [-0.1343, -0.2163, -0.3039, -0.3862, 0.4677, -0.2593, -0.2191, -0.1034, -0.2912, -0.0509, -0.1523, -0.1644, -0.3553, -0.1506, -0.0624, 0.0720, 0.0618, 0.0765, 0.1119, 0.0852, 0.1143, 0.0872, 0.0003, -0.0101, -0.0237, 0.0942, 0.0842, 0.1248, 0.1169, 0.1187, 0.1064, 0.0652, 0.0951, 0.0783, -0.0263, -0.3562, -0.1189, 0.0318, -0.5073, 0.1351, 0.0833, 0.0884, 0.0946, 0.0840, 0.1577, 0.1426, 0.1428, -0.0253, -0.3502, -0.1260, 0.0587, -0.4979, 0.1429, 0.0630, 0.0857, 0.0904, 0.0892, 0.1641, 0.1386, 0.1379]
}

=====

Record order is preserved below.
E: -63147.34303, -62910.20920, -45629.40861, -25643.14420, -50854.01712, -50389.21186 eV